Formula: C14H17N3O3S2
Source: the OMol25 dataset
Level of theory: ωB97M-V with the def2-TZVPD basis set

LUMO (eV): -0.465
Relative energy (zero: lowest compared OMol25 entry of this formula, charge and spin) (kcal per mole): 44.8
SMILES: O=C(CSC1=Nc2ccccc2S(=O)(=O)N1)N1CCCCC1
Orbital gap (eV): 8.5
Energy (eV): -47076.128

The geometry in ORCA input format:
```
! RIJCOSX wB97M-V def2-TZVPD def2/J DEFGRID3
* xyz 0 1
O -1.06395 -2.23123 -2.54380
C -1.17692 -1.10349 -2.13864
C -0.74276 -0.00029 -3.09520
S 1.00889 -0.22533 -3.61891
C 1.80796 0.26663 -2.12001
N 1.61626 -0.42571 -1.04204
C 2.11702 -0.05654 0.17860
C 2.22390 -0.97717 1.21529
C 2.73173 -0.62017 2.48271
C 3.15293 0.71354 2.68398
C 3.04505 1.66773 1.67368
C 2.45881 1.27814 0.42650
S 2.17649 2.37373 -0.93795
O 0.78358 2.79014 -1.06007
O 3.11844 3.51151 -1.06892
N 2.51016 1.44482 -2.18885
N -1.63028 -0.94491 -0.81688
C -2.00115 -2.10928 0.00413
C -3.21507 -1.83864 0.91390
C -2.99598 -0.56118 1.73166
C -2.45956 0.61508 0.88965
C -1.35775 0.25225 -0.04558
H -1.38661 -0.01815 -4.00739
H -0.82251 0.99818 -2.66645
H 1.93800 -2.00481 1.00315
H 2.77134 -1.34810 3.28742
H 3.47865 1.02075 3.66984
H 3.39884 2.69561 1.82286
H 2.42803 1.98372 -3.03688
H -1.12858 -2.30814 0.66259
H -2.18311 -3.02507 -0.55490
H -4.09230 -1.73250 0.25489
H -3.35472 -2.67789 1.59764
H -2.26838 -0.77407 2.51408
H -3.91603 -0.29587 2.26588
H -2.08184 1.42726 1.50619
H -3.25148 1.04856 0.26860
H -0.48191 0.05321 0.58893
H -1.15519 1.13771 -0.69971
*
```